# 1
# C31H79BrClN22O9

10 unconnected molecules or ions with the total composition C31H79BrClN22O9 at a distorted geometry (the ωB97M-V functional and the def2-TZVPD basis, the OMol25 dataset).

```
143
Properties=species:S:1:pos:R:3:mulliken_charge:R:1
C 5.612 -4.889 0.838 -1.335
C 4.607 -3.809 0.410 -0.086
C 5.223 -2.833 -0.592 -0.305
C 4.245 -1.737 -1.038 0.036
C 4.499 -0.392 -0.359 -0.840
C 3.607 0.741 -0.946 -0.224
C 2.632 1.315 0.090 -0.687
C 1.295 0.545 0.057 1.293
C 0.079 1.432 0.373 -1.233
C -1.203 0.694 -0.034 1.271
C -2.410 1.598 -0.309 -0.744
C -3.399 1.779 0.847 -1.170
C -4.165 0.483 1.148 -0.583
C -5.253 0.280 0.095 0.129
C -6.088 -0.964 0.366 -0.367
N -7.418 -0.983 -0.260 0.526
C -8.602 -1.308 0.271 0.337
C -8.903 -1.755 1.651 -0.626
C -9.272 -3.260 1.576 -0.745
C -8.976 -4.016 2.876 -0.464
Cl -8.575 -5.706 2.461 -0.207
N -9.532 -1.229 -0.674 -0.457
N -8.930 -0.873 -1.792 -0.661
N -7.681 -0.730 -1.543 0.786
C -6.695 -0.366 -2.575 0.481
C -6.656 -1.407 -3.713 -0.884
C -5.200 -1.662 -4.067 -0.726
Br -4.420 -2.755 -2.649 -0.174
H 5.100 -5.783 1.197 0.393
H 6.240 -5.194 0.002 0.181
H 6.220 -4.521 1.665 0.356
H 3.764 -4.315 -0.069 0.408
H 4.243 -3.280 1.295 0.012
H 6.126 -2.414 -0.138 0.452
H 5.505 -3.428 -1.462 -0.216
H 3.221 -2.042 -0.799 0.090
H 4.291 -1.615 -2.120 0.087
H 5.546 -0.100 -0.462 0.381
H 4.287 -0.482 0.709 0.233
H 3.027 0.278 -1.747 -0.200
H 4.248 1.521 -1.345 0.465
H 2.450 2.380 -0.068 0.360
H 3.041 1.178 1.091 0.337
H 1.141 0.126 -0.940 -0.768
H 1.370 -0.261 0.790 -0.173
H 0.185 2.364 -0.184 0.557
H 0.065 1.619 1.449 0.194
H -1.430 -0.047 0.740 0.261
H -0.980 0.117 -0.933 -0.928
H -2.023 2.583 -0.578 0.590
H -2.961 1.258 -1.192 0.172
H -4.105 2.569 0.576 0.441
H -2.867 2.131 1.731 0.400
H -4.581 0.543 2.156 0.513
H -3.440 -0.329 1.071 0.230
H -4.711 0.174 -0.843 0.019
H -5.854 1.189 0.022 0.232
H -5.547 -1.854 0.041 0.048
H -6.237 -1.059 1.437 0.197
H -8.088 -1.579 2.345 0.402
H -9.787 -1.204 1.969 0.389
H -10.304 -3.385 1.264 0.340
H -8.670 -3.729 0.797 0.469
H -9.845 -4.040 3.527 0.369
H -8.136 -3.568 3.397 0.296
H -5.712 -0.337 -2.130 -0.713
H -6.997 0.607 -2.951 0.269
H -7.277 -1.129 -4.561 0.412
H -7.071 -2.336 -3.320 0.414
H -4.633 -0.739 -4.145 0.399
H -5.112 -2.210 -4.998 0.541
C 3.768 -2.962 -5.139 0.611
O 3.305 -2.515 -4.103 -0.591
N 3.779 -2.238 -6.304 -0.418
N 4.321 -4.206 -5.221 -0.358
H 4.160 -2.579 -7.166 0.148
H 3.395 -1.313 -6.271 0.221
H 4.347 -4.764 -4.383 0.187
H 4.727 -4.574 -6.059 0.151
C 7.374 -5.211 -3.126 0.675
O 6.217 -5.475 -2.844 -0.597
N 8.342 -6.172 -3.218 -0.455
N 7.789 -3.933 -3.364 -0.335
H 9.299 -5.976 -3.442 0.142
H 8.066 -7.119 -3.041 0.226
H 7.098 -3.207 -3.291 0.235
H 8.734 -3.688 -3.589 0.176
C 4.527 4.820 -0.581 0.552
O 4.791 3.725 -1.056 -0.684
N 3.661 5.693 -1.175 -0.295
N 5.071 5.271 0.583 -0.309
H 3.446 6.596 -0.788 0.187
H 3.237 5.404 -2.036 0.183
H 5.711 4.662 1.056 0.183
H 4.860 6.175 0.971 0.220
C 2.175 -1.577 3.593 0.605
O 2.632 -0.743 2.827 -0.620
N 1.956 -2.876 3.210 -0.287
N 1.857 -1.314 4.889 -0.360
H 1.604 -3.576 3.839 0.192
H 2.202 -3.128 2.270 0.174
H 1.994 -0.377 5.217 0.187
H 1.516 -2.031 5.512 0.264
C 4.298 9.471 0.120 0.599
O 4.228 8.297 0.473 -0.697
N 3.499 10.439 0.626 -0.279
N 5.202 9.879 -0.818 -0.372
H 3.551 11.409 0.373 0.172
H 2.837 10.167 1.328 0.173
H 5.807 9.182 -1.208 0.219
H 5.287 10.829 -1.125 0.168
C 3.397 14.069 2.417 0.620
O 3.212 13.018 1.821 -0.653
N 3.924 14.105 3.674 -0.385
N 3.091 15.281 1.872 -0.383
H 4.085 14.952 4.184 0.172
H 4.159 13.227 4.098 0.214
H 2.700 15.285 0.949 0.213
H 3.236 16.153 2.343 0.171
C -4.366 -6.032 0.581 0.564
O -3.486 -6.480 -0.123 -0.621
N -5.575 -6.644 0.754 -0.256
N -4.217 -4.850 1.274 -0.272
H -6.306 -6.257 1.321 0.134
H -5.724 -7.514 0.276 0.182
H -3.336 -4.377 1.187 0.164
H -4.922 -4.473 1.878 0.113
C -0.970 -3.564 6.125 0.609
O 0.235 -3.373 6.119 -0.716
N -1.650 -3.877 7.262 -0.434
N -1.719 -3.476 4.985 -0.279
H -2.638 -4.042 7.292 0.148
H -1.118 -3.950 8.110 0.225
H -1.235 -3.239 4.137 0.193
H -2.707 -3.633 4.961 0.149
C -0.460 -0.814 -3.102 0.337
O -1.198 -0.017 -3.665 -0.716
N -0.959 -1.923 -2.477 -0.162
N 0.891 -0.654 -3.044 -0.068
H -0.399 -2.607 -2.003 0.133
H -1.958 -2.015 -2.501 0.080
H 1.274 0.161 -3.485 0.156
H 1.509 -1.286 -2.569 -0.074
```

E = -6144.71562 Eh
HOMO = -10.04 eV
Total charge = +1
E_LUMO = -3.3 eV



# 2
# C31H81N5O8

8 unconnected molecules or ions with the total composition C31H81N5O8 at a distorted geometry (the ωB97M-V functional and the def2-TZVPD basis, the OMol25 dataset).

```
125
Properties=species:S:1:pos:R:3:mulliken_charge:R:1
C -1.090 1.802 -3.069 -1.016
C -1.661 3.216 -2.742 0.291
C -2.189 3.342 -1.256 -0.853
O -3.053 2.284 -1.040 -0.290
C -3.420 2.078 0.285 -0.305
N -0.593 4.215 -3.036 -0.794
H -0.353 1.563 -2.302 0.217
H -0.541 1.853 -4.009 0.360
H -1.648 0.866 -3.089 0.184
H -2.508 3.357 -3.413 0.312
H -2.774 4.220 -0.982 0.432
H -1.419 3.355 -0.485 0.332
H -4.008 1.163 0.369 0.054
H -4.019 2.917 0.640 0.542
H -2.564 1.838 0.915 -0.254
H -0.092 3.755 -3.783 0.351
H 0.145 4.115 -2.354 0.293
C -4.037 -1.692 -0.418 -1.235
C -3.987 -1.304 -1.945 1.547
C -3.479 -2.370 -2.977 -0.768
O -3.799 -1.978 -4.219 -0.289
C -3.706 -2.899 -5.178 -0.862
N -5.396 -1.078 -2.127 -0.721
H -3.100 -2.219 -0.241 0.054
H -4.703 -2.514 -0.156 0.376
H -4.077 -1.034 0.450 0.375
H -3.402 -0.386 -1.885 -0.661
H -4.123 -3.216 -2.739 0.452
H -2.435 -2.526 -2.705 0.234
H -3.782 -2.443 -6.165 0.294
H -4.596 -3.528 -5.177 0.341
H -2.797 -3.498 -5.229 0.321
H -5.461 -0.660 -3.045 0.295
H -6.001 -1.871 -2.282 0.286
C 3.480 1.211 3.722 -1.314
C 2.418 1.633 4.700 0.888
C 2.916 1.969 6.135 -0.906
O 1.881 2.600 6.969 -0.374
C 1.829 4.056 6.969 -0.789
N 1.699 2.626 4.026 -0.300
H 3.060 0.932 2.755 0.206
H 3.920 0.329 4.188 0.372
H 4.286 1.940 3.632 0.426
H 1.657 0.871 4.869 -0.032
H 3.757 2.654 6.029 0.353
H 3.227 1.090 6.701 0.277
H 0.870 4.422 7.333 0.267
H 2.004 4.536 6.007 0.325
H 2.626 4.407 7.626 0.330
H 2.415 3.206 3.612 0.273
H 0.916 3.110 4.443 0.031
C -2.565 1.234 3.828 -1.454
C -2.522 2.729 3.537 0.969
C -3.693 3.510 4.093 -1.077
O -4.808 2.897 3.581 -0.178
C -6.059 3.451 3.929 -0.921
N -1.363 3.282 4.166 -0.420
H -3.470 0.643 3.685 0.413
H -2.441 0.973 4.879 0.552
H -1.746 0.680 3.369 0.119
H -2.476 2.908 2.463 -0.251
H -3.715 4.593 3.979 0.427
H -3.688 3.192 5.136 0.410
H -6.293 4.503 3.765 0.325
H -6.168 3.288 5.001 0.365
H -6.874 2.875 3.491 0.248
H -1.659 4.247 4.199 0.223
H -1.160 2.905 5.081 0.343
C 5.502 -1.750 -2.775 -1.843
C 4.365 -0.990 -3.518 1.511
C 5.076 -0.443 -4.748 -1.225
C 4.100 0.244 -5.669 -0.585
C 3.035 -0.797 -6.130 -1.232
C 2.207 -1.393 -4.887 1.623
N 3.257 -1.847 -3.970 -0.120
O 2.773 -2.662 -3.010 -0.140
C 1.207 -0.355 -4.289 -1.349
C 1.470 -2.550 -5.551 -2.124
C 3.960 0.230 -2.593 -1.718
H 5.758 -2.552 -3.467 0.462
H 5.303 -2.101 -1.762 0.325
H 6.382 -1.156 -2.528 0.394
H 5.899 0.169 -4.380 0.530
H 5.538 -1.233 -5.341 0.336
H 4.533 0.827 -6.483 0.409
H 3.596 0.996 -5.062 0.238
H 3.524 -1.605 -6.675 0.407
H 2.403 -0.265 -6.841 0.459
H 1.700 0.609 -4.159 0.312
H 0.408 -0.152 -5.002 0.620
H 0.789 -0.660 -3.330 0.055
H 0.794 -2.319 -6.374 0.364
H 2.230 -3.202 -5.982 0.512
H 0.933 -3.143 -4.811 0.288
H 4.814 0.874 -2.387 0.443
H 3.406 -0.088 -1.710 0.409
H 3.298 0.963 -3.054 0.348
H 2.167 -2.043 -2.597 0.311
C 2.104 -4.767 -0.511 -0.716
C 0.830 -5.297 0.132 -0.415
O -0.307 -4.533 -0.295 -0.603
H 2.936 -5.440 -0.298 0.469
H 2.261 -3.794 -0.046 0.157
H 2.046 -4.764 -1.599 0.125
H 0.812 -5.360 1.220 0.232
H 0.780 -6.363 -0.087 0.329
H -0.160 -3.585 -0.267 0.320
C 0.531 -0.174 1.007 -1.820
C -0.452 -1.269 0.547 0.879
O -0.139 -1.740 -0.754 0.070
H 0.820 0.466 0.174 0.411
H 1.495 -0.609 1.271 0.400
H 0.207 0.470 1.825 0.316
H -1.414 -0.757 0.517 -0.334
H -0.591 -2.161 1.158 0.296
H -0.793 -1.333 -1.327 -0.184
C 0.523 -2.285 3.890 -0.633
C 0.640 -2.473 5.393 -0.450
O 1.900 -1.875 5.720 -0.504
H -0.424 -2.705 3.552 0.422
H 1.306 -2.741 3.284 0.322
H 0.347 -1.232 3.668 -0.073
H 0.796 -3.469 5.807 0.413
H -0.165 -1.992 5.950 0.253
H 2.086 -2.048 6.646 0.280
```

E = -2105.09001 Eh
HOMO = -8.20 eV
Energy above the lowest of the compared OMol25 structures with the same formula, charge and spin = 56.6 kcal per mole
E_LUMO = 0.6 eV



# 3
# C31H85N5O14V

A molecular structure, C31H85N5O14V at a distorted geometry (the ωB97M-V functional and the def2-TZVPD basis, the OMol25 dataset).

```
136
Properties=species:S:1:pos:R:3:mulliken_charge:R:1
V -1.906 1.265 -0.302 0.289
O -0.665 0.029 1.006 -0.239
C 0.612 -0.158 0.362 0.551
C 0.604 0.308 -1.148 0.814
O -0.364 1.190 -1.703 -0.697
H 0.971 -1.178 0.501 -0.222
H 1.414 0.398 0.849 -0.044
H 0.497 -0.591 -1.756 -0.523
H 1.555 0.583 -1.606 0.167
C -1.328 -3.997 -6.023 -1.671
C -1.287 -3.573 -4.583 0.175
C -0.587 -2.225 -4.476 0.149
O -1.520 -1.361 -5.163 -0.411
C -1.012 -0.041 -5.425 -0.739
N -2.635 -3.724 -4.030 -0.562
H -1.659 -5.014 -6.231 0.403
H -0.363 -3.915 -6.523 0.398
H -2.003 -3.435 -6.668 0.390
H -0.734 -4.325 -4.019 0.283
H 0.310 -2.352 -5.082 0.586
H -0.404 -1.962 -3.434 -0.386
H 0.076 0.020 -5.409 0.344
H -1.306 0.700 -4.682 0.094
H -1.497 0.193 -6.373 0.341
H -2.935 -2.774 -3.866 0.156
H -3.236 -3.876 -4.827 0.336
C 5.082 4.276 5.711 -1.395
C 5.370 4.082 4.228 0.376
C 4.393 3.231 3.402 -0.445
O 4.471 1.912 3.879 -0.388
C 3.835 0.910 3.161 -0.688
N 5.551 5.387 3.640 -0.697
H 6.028 4.619 6.130 0.371
H 4.814 3.423 6.334 0.357
H 4.404 5.094 5.955 0.317
H 6.342 3.625 4.044 0.314
H 4.720 3.295 2.364 0.343
H 3.414 3.694 3.524 0.106
H 3.715 0.936 2.078 0.220
H 2.895 0.700 3.671 0.239
H 4.338 -0.019 3.431 0.440
H 4.647 5.835 3.669 0.239
H 6.193 6.034 4.075 0.271
C 0.669 3.541 1.230 -1.148
C -0.831 3.421 1.664 0.719
C -1.378 4.673 2.364 -1.054
O -2.791 4.640 2.433 -0.419
C -3.320 5.374 3.522 -0.848
N -1.716 3.270 0.544 -0.172
H 0.886 2.942 0.345 -0.144
H 1.202 3.172 2.106 0.275
H 1.077 4.549 1.156 0.516
H -1.003 2.640 2.405 -0.206
H -0.990 5.545 1.836 0.399
H -0.971 4.693 3.375 0.517
H -3.071 4.895 4.469 0.340
H -4.403 5.471 3.439 0.289
H -3.010 6.417 3.457 0.333
H -1.570 4.064 -0.062 0.265
H -2.535 3.647 0.999 0.560
C -3.157 -0.104 3.197 -1.608
C -3.678 -0.184 1.760 1.287
C -5.111 -0.627 1.531 -1.006
O -5.471 -0.509 0.136 -0.296
C -6.746 -1.106 -0.131 -0.946
N -3.490 1.117 1.094 -0.101
H -3.907 0.405 3.802 0.525
H -2.245 0.487 3.275 0.265
H -2.969 -1.061 3.685 0.271
H -3.062 -0.925 1.252 -0.854
H -5.766 -0.092 2.218 0.467
H -5.121 -1.692 1.764 0.579
H -6.617 -2.157 -0.390 0.305
H -7.218 -0.611 -0.980 0.276
H -7.495 -1.058 0.659 0.374
H -4.321 0.882 0.569 0.139
H -4.008 1.789 1.642 0.449
C 3.792 -1.553 -3.177 -1.427
C 3.990 -1.840 -1.747 1.564
C 4.431 -3.303 -1.467 -0.678
O 4.336 -3.548 -0.059 -0.422
C 3.037 -3.693 0.453 -0.137
N 4.894 -0.803 -1.096 -0.135
H 3.232 -0.622 -3.263 0.210
H 3.084 -2.257 -3.613 0.373
H 4.722 -1.447 -3.736 0.405
H 3.011 -1.663 -1.303 -0.609
H 5.473 -3.435 -1.758 0.350
H 3.856 -4.027 -2.046 0.375
H 2.847 -4.212 1.393 0.361
H 2.415 -4.093 -0.347 0.342
H 2.741 -2.665 0.663 -0.208
H 5.108 -1.032 -0.135 0.376
H 4.461 0.105 -1.184 0.266
C 0.685 -4.496 3.916 -1.512
C 0.514 -2.980 3.726 0.879
C 1.819 -2.159 3.598 -1.124
O -0.193 -2.804 2.536 -0.071
H 1.023 -5.018 3.021 0.251
H -0.241 -4.878 4.346 0.408
H 1.325 -4.613 4.791 0.462
H -0.031 -2.714 4.631 0.173
H 2.278 -2.044 4.580 0.544
H 1.637 -1.192 3.131 0.031
H 2.630 -2.622 3.036 0.201
H -0.103 -1.917 2.180 -0.351
C 3.204 3.503 -4.318 -0.694
C 2.251 2.895 -3.256 0.299
O 1.217 2.194 -4.096 -0.676
O 2.537 4.085 -5.388 -0.547
H 3.699 2.676 -4.828 0.322
H 3.892 4.274 -3.971 0.339
H 1.791 3.789 -2.834 0.224
H 2.814 2.313 -2.525 0.101
H 0.660 1.710 -3.481 0.095
H 1.702 3.613 -5.378 0.340
C -3.941 1.252 -2.471 -1.157
C -3.298 -0.153 -2.463 0.058
O -2.769 -0.597 -1.148 1.053
O -3.366 2.168 -1.547 -0.373
H -5.012 1.198 -2.274 0.397
H -4.001 1.546 -3.519 0.590
H -2.423 -0.109 -3.111 -0.406
H -4.059 -0.837 -2.840 0.704
H -2.887 -1.539 -1.006 -0.151
H -3.457 3.056 -1.900 0.313
C -2.176 -4.691 1.065 -0.514
C -1.770 -3.833 -0.149 0.236
O -2.915 -3.155 -0.745 -0.470
O -3.022 -5.752 0.659 -0.566
H -2.553 -4.122 1.914 0.254
H -1.284 -5.146 1.495 0.346
H -1.259 -4.400 -0.927 0.500
H -1.048 -3.055 0.102 -0.410
H -3.450 -3.788 -1.229 0.227
H -2.526 -6.294 0.042 0.364
```

E = -3502.44302 Eh
Multiplicity = 4
HOMO (spin up / spin down) = -12.43 / -12.43 eV
Total charge = +2
E_LUMO (spin up / spin down) = -5.6 / -10.1 eV



The lowest E belongs to which entry?
C31H79BrClN22O9